Below is a cluster of 12 separate species, C16H42N10O26 in total at a distorted geometry, with properties calculated with ωB97M-V with the def2-TZVPD basis set.

Each line ends with the Löwdin charge.
Positions of all 94 atoms, in Å:
C: -2.635 -8.124 -0.935  -0.005
O: -1.868 -6.926 -1.197  0.002
C: -2.162 -5.750 -0.709  -0.579
O: -3.045 -5.455 0.085  0.090
O: -1.327 -4.860 -1.351  -0.008
C: -1.384 -3.505 -1.025  -0.082
H: -2.525 -8.232 0.144  0.093
H: -2.193 -8.988 -1.431  0.096
H: -3.696 -8.004 -1.154  0.097
H: -0.369 -3.116 -0.952  0.060
H: -1.906 -3.225 -0.110  0.089
H: -1.870 -3.062 -1.895  0.088
C: 1.394 -1.427 0.791  0.005
O: 0.290 -0.776 0.085  0.015
C: -0.041 0.436 0.361  -0.583
O: 0.619 1.229 1.015  0.092
O: -1.267 0.702 -0.205  -0.023
C: -1.859 1.948 0.215  -0.044
H: 1.248 -2.506 0.833  0.069
H: 1.574 -1.164 1.833  0.087
H: 2.297 -1.148 0.248  0.086
H: -1.183 2.610 0.756  0.072
H: -2.761 1.915 0.826  0.086
H: -2.038 2.464 -0.728  0.067
C: -0.952 -4.592 3.595  0.065
N: 0.193 -4.514 2.617  -0.421
O: 1.041 -3.717 2.848  0.052
O: 0.159 -5.127 1.545  0.071
H: -1.579 -3.744 3.320  0.104
H: -0.648 -4.444 4.632  0.097
H: -1.478 -5.539 3.476  0.100
C: -0.504 -0.594 -3.472  0.026
N: 0.815 -1.129 -3.146  -0.406
O: 0.877 -2.262 -2.583  0.018
O: 1.783 -0.535 -3.546  0.088
H: -0.392 -0.404 -4.539  0.109
H: -0.978 0.192 -2.885  0.062
H: -1.121 -1.492 -3.431  0.084
C: -4.323 -0.973 -0.567  0.061
N: -4.367 -0.102 -1.758  -0.434
O: -3.321 -0.072 -2.404  0.046
O: -5.346 0.542 -1.957  0.087
H: -5.351 -1.267 -0.359  0.102
H: -3.819 -0.441 0.240  0.103
H: -3.871 -1.912 -0.887  0.086
C: 1.370 3.908 -0.516  0.047
N: 2.850 3.717 -0.760  -0.426
O: 3.527 3.459 0.235  0.033
O: 3.230 3.904 -1.875  0.097
H: 0.746 3.110 -0.918  0.079
H: 1.088 4.815 -1.050  0.090
H: 1.326 4.051 0.564  0.088
C: 4.361 -3.355 2.484  0.063
N: 5.077 -1.995 2.467  -0.371
O: 4.333 -1.000 2.308  -0.016
O: 6.252 -1.927 2.798  0.085
H: 3.842 -3.562 3.419  0.092
H: 5.007 -4.189 2.208  0.099
H: 3.573 -3.257 1.737  0.073
C: -0.886 4.399 3.541  0.026
N: -2.301 4.452 3.226  -0.429
O: -2.919 5.484 3.367  0.088
O: -2.796 3.373 2.866  0.026
H: -0.702 4.012 4.543  0.106
H: -0.531 5.429 3.499  0.106
H: -0.311 3.769 2.863  0.084
C: 4.706 0.697 -0.277  0.042
N: 5.614 -0.396 -0.845  -0.353
O: 6.280 -1.185 -0.129  0.022
O: 5.790 -0.455 -2.089  0.032
H: 4.782 0.871 0.796  0.077
H: 3.722 0.479 -0.692  0.087
H: 4.889 1.683 -0.705  0.076
C: 3.130 1.346 3.576  -0.003
N: 3.077 2.689 4.123  -0.424
O: 1.969 2.946 4.575  0.044
O: 4.103 3.360 4.140  0.086
H: 2.519 1.295 2.675  0.082
H: 2.893 0.500 4.221  0.106
H: 4.154 1.127 3.276  0.076
C: -4.208 3.532 -2.218  0.050
N: -3.412 4.549 -1.413  -0.405
O: -2.585 5.223 -2.076  0.021
O: -3.549 4.643 -0.214  0.076
H: -4.942 3.984 -2.885  0.106
H: -4.630 2.805 -1.524  0.074
H: -3.454 2.999 -2.798  0.067
C: -1.303 3.771 -5.260  0.057
N: -0.642 3.586 -3.902  -0.383
O: 0.114 4.445 -3.451  0.077
O: -0.914 2.494 -3.383  0.014
H: -1.174 4.791 -5.623  0.094
H: -2.374 3.590 -5.166  0.090
H: -0.802 3.121 -5.976  0.100

- multiplicity = 1
- energy relative to the best compared isomer or geometry (same formula, charge and spin) (kcal/mol) = 0.0
- HOMO (eV) = -10.303
- largest force on an atom (eV/Å) = 3.77
- Kohn-Sham gap (eV) = 9.87
- electronic energy (eV) = -85378.8990